Model 1:
Here is a gas-phase ion, C8H15N2O (charge +1) from the Open Molecules 2025 dataset. Energies are from ωB97M-V/def2-TZVPD.

Its SMILES is C/[NH+]=C(\O)[C@H]1C=N[C@@H](C)CC1. For the HOMO-LUMO gap, the calculation gives 9.6 eV. The molar mass comes out at 155.22 g/mol. The net charge is +1.

Each line ends with the Mulliken charge.
Atoms and positions in Å:
C  1.7269  0.6102  -0.3319  0.37
C  -0.2049  1.7296  0.8212  -0.90
C  -0.9702  0.4722  1.0409  -0.64
C  -0.2956  1.0477  -1.6587  -0.73
C  0.6384  1.5783  -0.6082  0.22
C  -1.9120  0.1026  -0.2060  0.38
C  -2.5719  -1.2173  -0.0094  -1.19
C  2.3987  -1.6301  -0.1312  -0.96
N  -1.3327  0.3657  -1.4787  -0.45
N  1.4644  -0.6477  -0.4987  -0.01
O  2.8916  0.9604  -0.0452  -0.49
H  -0.9049  2.5109  0.8372  0.44
H  0.5958  2.0552  1.4653  0.35
H  -0.2343  -0.3371  1.3157  0.28
H  -1.7698  0.3778  1.8091  0.47
H  -0.0747  1.1317  -2.6996  0.45
H  0.5347  -0.9102  -0.8357  0.30
H  1.1913  2.5532  -0.6528  0.45
H  -2.6866  0.9468  -0.2038  0.29
H  -3.5676  -1.2741  -0.5945  0.32
H  -2.9650  -1.2722  1.0956  0.32
H  -1.9485  -2.1304  -0.1510  0.24
H  1.8857  -2.5275  0.1142  0.38
H  2.8074  -1.2085  0.8910  0.32
H  3.1392  -1.6916  -0.9181  0.34
H  3.0734  1.9733  -0.0061  0.45

***

Model 2:
Here is a molecular structure, C8H15N2O from the Open Molecules 2025 dataset. Energies are from ωB97M-V/def2-TZVPD.

For the HOMO-LUMO gap, the calculation gives 6.2 eV. The molar mass comes out at 155.22 g/mol. The net charge is +1.

Each line ends with the Mulliken charge.
Atoms and positions in Å:
C  0.6317  -1.3349  0.8038  0.32
C  -1.8982  -0.7186  -0.8007  0.32
C  0.5770  0.1136  1.1945  0.16
C  1.5280  0.3966  0.2150  0.93
C  -2.7229  0.5123  -0.7407  -1.10
C  -0.2452  0.9223  2.1275  -1.65
C  2.2302  1.4565  -0.4581  -1.45
C  2.4830  -1.7013  -0.8962  -1.01
N  1.5546  -0.8845  -0.2300  0.17
N  -2.2866  -1.7670  -0.1219  -0.20
O  0.1572  -2.4276  0.9567  -0.66
H  -1.0044  -0.6472  -1.3738  0.36
H  -3.6656  0.1481  -0.5430  0.41
H  -2.9231  0.7623  -1.8603  0.34
H  -2.4961  1.6033  -0.2834  0.27
H  -0.9546  0.3249  2.7338  0.36
H  -0.8560  1.6050  1.6510  0.30
H  0.3111  1.3640  2.8406  0.48
H  1.6714  1.6134  -1.3583  0.32
H  3.1597  1.1255  -0.7381  0.41
H  2.3071  2.3598  0.0960  0.38
H  2.2069  -2.0734  -1.8681  0.27
H  3.3463  -1.0970  -1.0480  0.38
H  2.8308  -2.4777  -0.2288  0.35
H  -1.8070  -2.6611  -0.0531  0.31
H  -3.1867  -1.5071  0.2387  0.23

***

Model 3:
Here is 2 unconnected molecules or ions with the total composition C8H15N2O from the Open Molecules 2025 dataset. Energies are from ωB97M-V/def2-TZVPD.

For the HOMO-LUMO gap, the calculation gives 6.4 eV. The molar mass comes out at 155.22 g/mol. The net charge is +1.

Each line ends with the Mulliken charge.
Atoms and positions in Å:
C  -0.7867  -1.8266  -1.3858  -0.38
C  -2.0844  -2.1445  -0.9621  -0.49
C  -0.8285  -2.3318  0.8810  -0.79
C  0.0157  -1.9858  -0.2476  0.62
C  1.6552  -0.7816  1.0296  -1.22
C  -1.1786  3.1383  -0.1314  -0.87
C  1.1051  2.1804  -0.0286  -0.97
C  1.3895  -1.4971  -0.2062  0.80
N  -2.0151  -2.4076  0.4078  0.07
N  -0.4184  1.9209  -0.0466  -0.09
O  2.2634  -1.7291  -1.1527  -0.41
H  -0.4131  -1.2381  -2.2955  0.34
H  -3.0347  -2.1556  -1.6256  0.35
H  -0.5310  -2.5920  1.9098  0.40
H  1.9068  -1.1390  2.0506  0.38
H  0.7397  -0.0801  1.2686  0.21
H  2.5670  -0.1584  0.8115  0.38
H  -1.0163  3.7901  0.7442  0.33
H  -0.8616  3.7998  -0.9856  0.26
H  -2.2870  2.9392  -0.1233  0.30
H  1.4534  2.6364  0.9407  0.27
H  1.5800  1.4296  -0.5758  0.33
H  -2.8546  -2.6227  0.9498  0.25
H  1.1434  3.0710  -0.7164  0.38
H  -0.7229  1.1693  0.3961  0.11
H  3.2136  -1.3851  -0.9062  0.46

***

The structure with the least stability is model 2.